[1]
{
  "formula": "C43H32F5OP2Zr",
  "method": "ωB97M-V/def2-TZVPD",
  "energy_ha": -2960.95281,
  "largest_force_ha_per_bohr": 0.150,
  "lumo_energy_ha": -0.4393,
  "total_charge": 3,
  "elements": ["Zr", "P", "C", "O", "P", "C", "C", "C", "C", "C", "C", "C", "C", "C", "C", "C", "H", "H", "H", "H", "H", "C", "C", "C", "C", "C", "H", "H", "H", "H", "H", "C", "C", "C", "C", "C", "H", "H", "H", "H", "H", "C", "C", "C", "C", "C", "H", "H", "H", "H", "H", "C", "C", "C", "C", "C", "H", "H", "H", "H", "H", "C", "C", "C", "C", "C", "H", "H", "H", "H", "H", "H", "H", "F", "C", "C", "C", "F", "C", "F", "C", "F", "C", "F"],
  "xyz": [[-0.971, -0.792, 0.081], [0.694, -0.945, 2.060], [-0.089, 1.160, 0.516], [0.434, 2.198, 0.720], [-0.707, 0.664, -2.106], [-0.095, -0.231, 3.553], [2.461, -0.619, 2.297], [0.476, -2.757, 2.270], [-1.875, -0.293, -3.152], [-1.255, 2.387, -2.377], [0.917, 0.642, -2.947], [-0.951, -1.002, 4.353], [-1.645, -0.400, 5.403], [-1.456, 0.957, 5.678], [-0.593, 1.723, 4.893], [0.082, 1.136, 3.820], [-1.063, -2.071, 4.160], [-2.307, -1.008, 6.017], [-1.966, 1.408, 6.533], [-0.436, 2.777, 5.126], [0.746, 1.730, 3.192], [-0.643, -3.341, 1.658], [-0.850, -4.717, 1.743], [0.030, -5.497, 2.492], [1.142, -4.915, 3.124], [1.379, -3.544, 2.989], [-1.386, -2.729, 1.064], [-1.699, -5.163, 1.224], [-0.158, -6.565, 2.600], [1.807, -5.523, 3.738], [2.238, -3.049, 3.435], [3.009, -0.470, 3.585], [4.392, -0.335, 3.742], [5.227, -0.298, 2.625], [4.677, -0.386, 1.339], [3.298, -0.551, 1.169], [2.356, -0.466, 4.459], [4.804, -0.265, 4.749], [6.308, -0.204, 2.755], [5.330, -0.340, 0.469], [2.872, -0.642, 0.167], [-0.344, 3.424, -2.654], [-0.795, 4.740, -2.788], [-2.154, 5.039, -2.608], [-3.060, 4.012, -2.310], [-2.615, 2.694, -2.210], [0.719, 3.186, -2.780], [-0.077, 5.532, -3.025], [-2.498, 6.070, -2.691], [-4.116, 4.251, -2.157], [-3.326, 1.892, -2.021], [-2.149, -1.617, -2.771], [-3.021, -2.391, -3.536], [-3.655, -1.844, -4.653], [-3.417, -0.513, -5.015], [-2.522, 0.263, -4.271], [-1.654, -2.090, -1.896], [-3.208, -3.430, -3.258], [-4.329, -2.456, -5.253], [-3.923, -0.071, -5.874], [-2.341, 1.302, -4.551], [1.021, 0.293, -4.302], [2.257, 0.385, -4.950], [3.399, 0.777, -4.238], [3.303, 1.075, -2.875], [2.066, 1.017, -2.228], [0.131, -0.040, -4.835], [2.326, 0.149, -6.013], [4.360, 0.856, -4.752], [4.194, 1.368, -2.316], [1.987, 1.272, -1.168], [-0.146, -2.310, -0.578], [0.377, -1.559, -0.921], [-2.722, 2.050, 0.745], [-3.506, 0.977, 1.077], [-2.970, -0.311, 1.122], [-3.767, -1.281, 1.730], [-3.286, -2.539, 2.001], [-5.051, -1.025, 2.185], [-5.737, -2.003, 2.815], [-5.596, 0.248, 2.017], [-6.858, 0.494, 2.410], [-4.810, 1.259, 1.463], [-5.299, 2.506, 1.322]],
  "lowdin_charge": [1.16, 1.02, -0.22, 0.18, 1.02, -0.36, -0.36, -0.36, -0.36, -0.35, -0.37, -0.06, -0.03, -0.02, -0.03, -0.09, 0.11, 0.13, 0.13, 0.13, 0.10, -0.17, -0.03, 0.00, 0.01, -0.03, 0.04, 0.13, 0.13, 0.14, 0.12, -0.07, -0.03, -0.02, -0.04, -0.09, 0.12, 0.13, 0.13, 0.12, 0.08, -0.05, -0.03, -0.02, -0.03, -0.11, 0.11, 0.13, 0.13, 0.13, 0.11, -0.13, -0.04, -0.01, -0.01, -0.06, 0.04, 0.13, 0.13, 0.13, 0.13, -0.05, -0.02, -0.02, -0.04, -0.12, 0.11, 0.13, 0.13, 0.12, 0.08, 0.10, 0.12, 0.05, -0.22, -0.11, -0.21, 0.05, -0.10, 0.15, -0.07, 0.18, -0.11, 0.15]
}

=====

[2]
{
  "formula": "C34H31Cl3IN6OPRuS2Si",
  "method": "ωB97M-V/def2-TZVPD",
  "relative_energy_kj_mol": 16.9,
  "spin_multiplicity": 2,
  "energy_ha": -4918.42980,
  "largest_force_ha_per_bohr": 0.015,
  "lumo_energy_ha": [-0.1127, -0.1393],
  "total_charge": 1,
  "elements": ["Ru", "C", "S", "C", "S", "N", "N", "C", "C", "C", "C", "C", "C", "N", "H", "H", "H", "H", "H", "H", "H", "H", "I", "C", "C", "C", "C", "C", "C", "C", "C", "C", "P", "C", "C", "C", "C", "C", "C", "C", "C", "C", "C", "C", "C", "C", "H", "H", "H", "H", "H", "H", "H", "H", "H", "H", "H", "H", "H", "H", "H", "H", "C", "N", "C", "C", "O", "N", "C", "N", "H", "H", "H", "H", "H", "H", "H", "Cl", "Si", "Cl", "Cl"],
  "xyz": [[-0.625, -0.767, 1.055], [-4.007, -3.168, 4.925], [-3.269, -1.527, 4.864], [-2.263, -1.669, 3.464], [-1.296, -0.239, 3.139], [-2.228, -2.750, 2.771], [-1.363, -2.678, 1.686], [-1.203, -3.796, 1.090], [-0.206, -3.945, 0.031], [-0.099, -5.124, -0.692], [0.919, -5.231, -1.628], [1.799, -4.173, -1.779], [1.613, -3.031, -1.006], [0.620, -2.909, -0.136], [-4.695, -3.150, 5.767], [-3.246, -3.927, 5.082], [-4.550, -3.366, 4.004], [-1.776, -4.653, 1.430], [-0.792, -5.936, -0.516], [1.030, -6.131, -2.217], [2.621, -4.223, -2.479], [2.268, -2.176, -1.107], [1.924, -1.142, 2.216], [3.227, -0.351, 0.791], [4.294, -1.146, 0.478], [5.372, -0.631, -0.268], [5.380, 0.693, -0.581], [4.294, 1.537, -0.238], [4.412, 2.929, -0.464], [3.422, 3.777, -0.075], [2.221, 3.241, 0.420], [2.015, 1.891, 0.582], [0.211, 1.517, 0.828], [-0.028, 2.486, 2.384], [0.835, 2.150, 3.432], [0.752, 2.777, 4.662], [-0.194, 3.770, 4.874], [-1.039, 4.130, 3.840], [-0.959, 3.497, 2.605], [-0.515, 2.533, -0.523], [-1.796, 3.064, -0.409], [-2.323, 3.885, -1.397], [-1.593, 4.155, -2.539], [-0.330, 3.594, -2.689], [0.208, 2.801, -1.690], [3.123, 1.007, 0.377], [4.334, -2.165, 0.839], [6.204, -1.272, -0.522], [6.232, 1.138, -1.080], [5.323, 3.303, -0.916], [3.522, 4.847, -0.193], [1.407, 3.929, 0.617], [1.597, 1.397, 3.288], [1.434, 2.494, 5.453], [-0.263, 4.264, 5.834], [-1.771, 4.914, 3.984], [-1.622, 3.831, 1.830], [-2.423, 2.817, 0.435], [-3.319, 4.290, -1.274], [-2.002, 4.795, -3.310], [0.252, 3.797, -3.580], [1.201, 2.397, -1.816], [-1.666, -1.565, -5.319], [-1.102, -1.379, -3.999], [0.137, -0.700, -3.689], [0.137, -0.782, -2.171], [1.049, -0.398, -1.456], [-0.995, -1.393, -1.741], [-1.676, -1.740, -2.843], [-2.817, -2.425, -2.804], [-0.967, -1.172, -6.052], [-2.609, -1.026, -5.428], [-1.823, -2.623, -5.536], [0.135, 0.346, -4.005], [1.007, -1.207, -4.113], [-3.383, -2.502, -3.631], [-3.293, -2.468, -1.911], [-3.394, 0.416, -1.498], [-2.902, -0.384, 0.370], [-4.073, 0.791, 1.609], [-4.034, -2.165, 0.263]],
  "lowdin_spin": [0.84, 0.00, 0.01, 0.01, 0.12, 0.02, -0.01, 0.01, 0.00, 0.00, 0.00, 0.00, 0.00, 0.03, 0.00, 0.00, 0.00, 0.00, 0.00, 0.00, 0.00, 0.00, 0.00, 0.00, 0.00, 0.00, 0.00, 0.00, 0.00, 0.00, 0.00, 0.00, -0.01, 0.00, 0.00, 0.00, 0.00, 0.00, 0.00, 0.00, 0.00, 0.00, 0.00, 0.00, 0.00, 0.00, 0.00, 0.00, 0.00, 0.00, 0.00, 0.00, 0.00, 0.00, 0.00, 0.00, 0.00, 0.00, 0.00, 0.00, 0.00, 0.00, 0.00, 0.00, 0.00, 0.00, 0.00, 0.01, 0.00, 0.00, 0.00, 0.00, 0.00, 0.00, 0.00, 0.00, 0.00, 0.00, -0.01, 0.00, 0.00]
}

=====

Number 2 is which compound? C34H31Cl3IN6OPRuS2Si